[1]
Below is a molecular structure, C19H16IrN5O5S, with properties calculated with wB97M-V/def2-TZVPD.

The net charge is +2. The spin multiplicity is 5. The LUMO energy (spin up / spin down) comes out at -6.24 / -9.39 eV. As for the HOMO-LUMO gap (spin up / spin down): 8.26 / 5.12 eV. Its strongest force on any atom is 0.43 eV Å⁻¹. The expectation value of S² is 6.031.

```
47
C19H16IrN5O5S (wB97M-V/def2-TZVPD)
Ir -1.044 -0.239 0.085
O -1.036 -3.992 -1.501
C -0.669 -3.051 -0.858
O -1.085 -1.812 -1.061
C 0.404 -3.259 0.188
C 1.325 -4.322 -0.077
C 2.357 -4.640 0.769
C 2.417 -3.873 1.924
O 3.275 -3.959 2.918
C 2.907 -2.997 3.913
O 1.772 -2.295 3.379
C 1.480 -2.834 2.208
C 0.440 -2.497 1.346
H 1.164 -4.883 -0.989
H 3.061 -5.436 0.574
H 3.729 -2.301 4.066
H 2.612 -3.517 4.823
H -0.285 -0.888 2.571
S -2.193 -2.129 2.018
C -0.575 -1.448 1.676
N 1.934 3.051 -5.593
C 0.637 2.905 -5.252
O -0.296 3.360 -5.870
C 0.348 2.135 -3.976
C -0.889 1.511 -3.886
C -1.227 0.851 -2.726
N -0.408 0.823 -1.660
C 0.789 1.418 -1.742
C 1.204 2.076 -2.882
H 2.140 3.543 -6.448
H 2.675 2.540 -5.149
H -1.576 1.560 -4.719
H -2.170 0.329 -2.630
H 1.424 1.360 -0.867
H 2.172 2.559 -2.889
N -3.902 2.523 3.690
C -2.845 2.518 2.866
C -2.506 1.382 2.100
N -1.468 1.415 1.266
C -0.747 2.546 1.169
C -1.083 3.635 1.958
N -2.106 3.630 2.791
H -4.531 1.745 3.767
H -4.111 3.369 4.196
H -3.087 0.471 2.144
H 0.072 2.574 0.471
H -0.499 4.545 1.900
```

Löwdin population analysis, charges in e, atoms 1 to 8: Ir 1.36; O 0.18; C -0.55; O -0.21; C -0.03; C 0.09; C 0.09; C -0.14



[2]
Below is a molecular structure, C19H17BN10O6Pd, with properties calculated with wB97M-V/def2-TZVPD.

The net charge is +2. The spin multiplicity is 5. The LUMO energy (spin up / spin down) comes out at -7.07 / -11.26 eV. As for the HOMO-LUMO gap (spin up / spin down): 7.70 / 3.43 eV. Its strongest force on any atom is 1.16 eV Å⁻¹. The expectation value of S² is 6.024.

```
54
C19H17BN10O6Pd (wB97M-V/def2-TZVPD)
Pd -0.245 -0.673 -0.811
C -3.000 1.758 -3.063
C -2.743 0.618 -2.329
N -1.436 0.558 -2.014
N -0.849 1.667 -2.523
C -1.765 2.397 -3.156
B 0.653 1.982 -2.279
N 1.495 0.807 -2.795
C 2.470 0.762 -3.715
C 2.939 -0.536 -3.798
C 2.181 -1.250 -2.874
N 1.316 -0.427 -2.283
N 0.877 2.088 -0.743
C 1.510 3.023 -0.030
C 1.620 2.589 1.286
C 1.016 1.342 1.298
N 0.548 1.064 0.075
H -3.937 2.082 -3.479
H -3.418 -0.167 -2.032
H -1.490 3.324 -3.632
H 0.948 3.003 -2.809
H 2.759 1.654 -4.244
H 3.715 -0.913 -4.439
H 2.204 -2.297 -2.623
H 1.837 3.937 -0.498
H 2.070 3.113 2.110
H 0.914 0.626 2.097
N -3.520 -3.118 1.332
C -3.211 -2.318 2.349
C -2.312 -1.333 1.794
N -2.138 -1.581 0.499
C -2.860 -2.664 0.219
H -4.134 -3.926 1.363
H -3.590 -2.438 3.354
H -1.839 -0.520 2.323
H -2.922 -3.155 -0.743
O 0.801 -1.743 0.886
C 0.892 -2.779 0.177
O 0.294 -2.764 -0.955
C 1.649 -3.971 0.605
C 2.304 -3.960 1.834
C 3.010 -5.084 2.211
C 3.102 -6.210 1.412
C 2.437 -6.180 0.201
C 1.711 -5.086 -0.224
N 2.501 -7.372 -0.683
O 3.167 -8.299 -0.296
O 1.819 -7.336 -1.683
N 3.692 -5.083 3.530
O 3.632 -4.053 4.165
O 4.362 -6.051 3.792
H 2.274 -3.099 2.485
H 3.668 -7.077 1.724
H 1.217 -5.114 -1.184
```

Löwdin population analysis, charges in e, atoms 1 to 8: Pd 1.24; C -0.01; C -0.11; N -0.07; N -0.01; C -0.01; B -0.47; N -0.02



[3]
Below is a molecular structure, C19H17Br4N2O2PPtS4Sb, with properties calculated with wB97M-V/def2-TZVPD.

The net charge is -1. The spin multiplicity is 5. The LUMO energy (spin up / spin down) comes out at 2.03 / 1.03 eV. As for the HOMO-LUMO gap (spin up / spin down): 5.80 / 5.53 eV. Its strongest force on any atom is 0.55 eV Å⁻¹. The expectation value of S² is 6.049.

```
51
C19H17Br4N2O2PPtS4Sb (wB97M-V/def2-TZVPD)
Pt -0.854 1.046 -0.456
Br 5.324 1.941 3.211
C 3.585 1.400 2.721
C 2.735 0.797 3.698
Br 3.346 0.594 5.469
C 1.480 0.367 3.353
Br 0.331 -0.494 4.578
C 0.965 0.508 2.028
O -0.149 0.028 1.694
C 1.825 1.180 1.030
O 1.437 1.338 -0.148
C 3.149 1.570 1.436
Br 4.225 2.318 0.096
S 1.804 4.848 -1.360
Sb -0.353 4.234 -1.332
S -1.080 1.761 -2.861
S -0.855 3.284 0.779
S 0.472 1.274 -3.958
N -3.217 -0.841 0.808
C -3.884 0.163 0.160
C -5.279 0.147 0.024
C -5.899 1.220 -0.573
C -5.134 2.294 -1.019
C -3.766 2.217 -0.871
N -3.147 1.165 -0.326
H -3.761 -1.417 1.427
H -2.294 -0.594 1.145
H -5.845 -0.695 0.402
H -6.976 1.230 -0.681
H -5.583 3.166 -1.470
H -3.117 3.019 -1.196
C -0.788 -2.654 0.017
P -0.121 -1.283 -1.001
C -0.397 -1.984 -2.665
C 1.670 -1.522 -0.766
C 2.561 -1.092 -1.746
C 3.927 -1.215 -1.551
C 4.423 -1.749 -0.370
C 3.542 -2.167 0.617
C 2.172 -2.058 0.418
H -0.803 -2.377 1.071
H -0.176 -3.548 -0.114
H -1.806 -2.858 -0.312
H 0.056 -2.974 -2.744
H 0.021 -1.319 -3.418
H -1.473 -2.052 -2.835
H 2.187 -0.610 -2.642
H 4.609 -0.856 -2.312
H 5.491 -1.820 -0.210
H 3.919 -2.564 1.552
H 1.498 -2.368 1.207
```

Löwdin population analysis, charges in e, atoms 1 to 8: Pt 0.53; Br 0.70; C -0.75; C -0.75; Br 0.70; C -0.65; Br 0.75; C -0.45



[4]
Below is a molecular structure, C19H17CrO4P, with properties calculated with wB97M-V/def2-TZVPD.

The net charge is +3. The spin multiplicity is 4. The LUMO energy (spin up / spin down) comes out at -12.81 / -15.50 eV. As for the HOMO-LUMO gap (spin up / spin down): 5.41 / 2.74 eV. Its strongest force on any atom is 8.21 eV Å⁻¹. The expectation value of S² is 3.966.

```
42
C19H17CrO4P (wB97M-V/def2-TZVPD)
Cr -0.062 2.298 -0.418
C 0.209 3.550 0.999
O 0.525 4.414 1.714
C 0.001 3.404 -1.829
O -0.007 4.312 -2.542
C -1.800 2.017 -1.195
O -2.759 1.849 -1.779
C 1.530 1.690 -1.201
O 2.489 1.433 -1.758
C 0.028 -0.885 -4.275
H 0.903 -1.329 -3.822
H -0.836 -1.538 -4.371
C 0.085 0.349 -4.698
H -0.863 0.898 -4.631
H 0.985 0.938 -4.470
C -1.905 -1.168 -0.622
P -0.454 -0.139 -0.123
C -0.896 0.245 1.596
C -2.146 0.857 1.805
C -2.436 1.415 3.044
C -1.503 1.347 4.080
C -0.272 0.719 3.884
C 0.038 0.146 2.648
C 0.855 -1.399 0.061
C 2.178 -1.003 0.346
C 3.171 -1.956 0.577
C 2.863 -3.317 0.535
C 1.555 -3.727 0.263
C 0.562 -2.779 0.015
H -2.771 -0.547 -0.862
H -2.190 -1.843 0.192
H -1.665 -1.764 -1.510
H -2.840 0.966 0.961
H -3.392 1.916 3.190
H -1.732 1.791 5.039
H 0.466 0.671 4.693
H 1.011 -0.332 2.484
H 2.426 0.064 0.401
H 4.186 -1.618 0.803
H 3.633 -4.052 0.720
H 1.291 -4.787 0.247
H -0.461 -3.108 -0.191
```

Löwdin population analysis, charges in e, atoms 1 to 8: Cr 0.27; C 0.03; O 0.26; C -0.19; O 0.27; C -0.16; O 0.23; C -0.17



[5]
Below is a molecular structure, C19H17FN3O2RuS4, with properties calculated with wB97M-V/def2-TZVPD.

The net charge is -2. The spin multiplicity is 2. The LUMO energy (spin up / spin down) comes out at 4.56 / 4.56 eV. As for the HOMO-LUMO gap (spin up / spin down): 5.05 / 5.01 eV. Its strongest force on any atom is 0.96 eV Å⁻¹. The expectation value of S² is 0.784.

```
47
C19H17FN3O2RuS4 (wB97M-V/def2-TZVPD)
Ru 0.750 -0.465 1.058
C 3.180 2.994 2.236
C 2.288 4.057 2.041
C 1.044 3.786 1.518
C 0.687 2.464 1.206
C 1.546 1.364 1.422
C 2.818 1.698 1.938
C -0.591 2.127 0.606
C -1.437 3.121 0.027
C -2.570 2.772 -0.621
C -2.943 1.406 -0.672
C -4.130 0.971 -1.298
C -4.489 -0.349 -1.280
C -3.668 -1.276 -0.609
C -2.503 -0.881 -0.009
C -2.087 0.469 -0.049
N -0.903 0.833 0.546
H 4.175 3.195 2.620
H 2.573 5.072 2.293
H 0.345 4.603 1.373
H 3.546 0.912 2.097
H -1.124 4.153 0.072
H -3.199 3.515 -1.100
H -4.754 1.711 -1.789
H -5.401 -0.678 -1.764
H -3.959 -2.318 -0.564
H -1.876 -1.582 0.516
S 4.392 0.694 -1.292
S 5.510 -0.282 -0.031
S 4.354 -1.875 1.364
S 2.486 -1.633 1.998
C 0.115 -4.272 -0.903
C 0.307 -2.834 -0.535
N 0.063 -2.381 0.644
O -0.361 -3.224 1.658
C 0.738 -1.823 -1.471
C 0.780 -2.064 -2.947
N 0.989 -0.605 -0.965
O 1.160 0.369 -1.752
H 0.363 -4.905 -0.051
H 0.743 -4.540 -1.752
H -0.927 -4.471 -1.174
H -0.341 -2.557 2.401
H -0.088 -2.636 -3.293
H 1.682 -2.604 -3.257
H 0.788 -1.094 -3.442
F -0.070 -0.941 2.981
```

Löwdin population analysis, charges in e, atoms 1 to 8: Ru 0.92; C -0.11; C -0.14; C -0.08; C -0.20; C -0.21; C -0.14; C -0.20



[6]
Below is a single C19H17FN4S molecule, with properties calculated with wB97M-V/def2-TZVPD.

The net charge is 0. The LUMO energy comes out at 0.57 eV. As for the HOMO-LUMO gap: 8.80 eV. Its strongest force on any atom is 0.67 eV Å⁻¹. Its structure (SMILES) is Fc1cccc(NC(=S)N2CCn3cccc3[C@H]2c2cccnc2)c1.

```
42
C19H17FN4S (wB97M-V/def2-TZVPD)
F 3.705 0.794 1.103
C 3.253 0.009 0.106
C 2.151 -0.791 0.342
C 1.676 -1.594 -0.690
C 2.349 -1.617 -1.912
C 3.454 -0.814 -2.114
C 3.911 0.024 -1.109
H 4.766 0.664 -1.251
H 3.963 -0.834 -3.065
H 1.992 -2.266 -2.698
N 0.554 -2.414 -0.520
C -0.514 -2.248 0.326
N -1.074 -1.027 0.483
C -2.281 -0.982 1.300
H -2.990 -1.726 0.911
C -2.952 0.391 1.304
N -3.116 0.816 -0.054
C -4.188 1.341 -0.695
C -3.857 1.508 -2.014
C -2.534 1.054 -2.178
C -2.108 0.629 -0.945
C -0.813 0.070 -0.443
C -0.003 1.194 0.177
C 0.200 1.330 1.547
N 0.865 2.331 2.092
C 1.384 3.249 1.300
C 1.260 3.210 -0.082
C 0.548 2.169 -0.648
H 0.419 2.101 -1.719
H 1.709 3.974 -0.698
H 1.925 4.044 1.795
H -0.170 0.592 2.248
H -0.259 -0.320 -1.303
H -1.970 1.037 -3.090
H -4.489 1.908 -2.782
H -5.100 1.554 -0.174
H -2.346 1.122 1.852
H -3.926 0.313 1.792
H -2.026 -1.282 2.321
S -1.143 -3.599 1.048
H 0.682 -3.383 -0.784
H 1.691 -0.803 1.316
```

Löwdin population analysis, charges in e, atoms 1 to 8: F 0.07; C -0.27; C 0.05; C -0.26; C -0.03; C -0.07; C -0.01; H 0.12



[7]
Below is a molecular structure, C19H17IMoN5O4S2, with properties calculated with wB97M-V/def2-TZVPD.

The net charge is +3. The spin multiplicity is 3. The LUMO energy (spin up / spin down) comes out at -12.23 / -11.68 eV. As for the HOMO-LUMO gap (spin up / spin down): 5.48 / 6.04 eV. Its strongest force on any atom is 1.32 eV Å⁻¹. The expectation value of S² is 2.021.

```
49
C19H17IMoN5O4S2 (wB97M-V/def2-TZVPD)
Mo -1.283 -0.479 -0.036
C -2.667 3.159 -0.552
C -3.489 1.945 -0.288
N -3.096 0.649 -0.150
C -4.242 -0.179 -0.008
C -5.411 0.472 -0.006
S -5.148 2.142 -0.209
C -4.033 -1.611 0.092
C -4.951 -2.587 0.170
S -4.176 -4.103 0.263
C -2.651 -3.399 0.190
N -2.705 -2.059 0.097
C -1.435 -4.248 0.235
H -1.838 3.261 0.136
H -3.289 4.046 -0.451
H -2.295 3.141 -1.578
H -6.406 0.062 0.089
H -6.028 -2.499 0.173
H -1.709 -5.294 0.363
H -0.789 -3.969 1.066
H -0.866 -4.162 -0.688
C 4.176 1.980 0.691
C 3.721 0.600 0.374
N 2.499 0.161 0.260
C 2.629 -1.184 -0.053
C 3.969 -1.553 -0.129
N 4.618 -0.419 0.142
C 4.849 -2.763 -0.398
O 4.285 -3.920 -0.693
O 6.027 -2.591 -0.327
C 1.521 -2.041 -0.236
O 1.458 -3.189 -0.517
O 0.203 -1.369 -0.047
H 3.351 2.581 1.063
H 4.595 2.458 -0.196
H 4.960 1.959 1.448
H 5.634 -0.384 0.169
H 3.319 -3.878 -0.705
I -0.215 0.828 -2.800
C 0.258 1.901 -1.064
C 0.971 3.073 -1.102
C 1.216 3.721 0.106
C 0.785 3.151 1.301
C 0.084 1.973 1.254
N -0.211 1.372 0.076
H 1.333 3.470 -2.042
H 1.746 4.667 0.109
H 0.990 3.619 2.255
H -0.263 1.490 2.157
```

Löwdin population analysis, charges in e, atoms 1 to 8: Mo 1.80; C -0.05; C -0.57; N -0.12; C -0.32; C -0.25; S 1.27; C -0.33



[8]
Below is a single C19H17N3O2 molecule, with properties calculated with wB97M-V/def2-TZVPD.

The net charge is 0. The LUMO energy comes out at -0.09 eV. As for the HOMO-LUMO gap: 7.79 eV. Its strongest force on any atom is 1.21 eV Å⁻¹. Its structure (SMILES) is O=C(CNc1ccccc1)N/N=C/c1c(O)ccc2ccccc12.

```
41
C19H17N3O2 (wB97M-V/def2-TZVPD)
O -4.358 -1.505 1.557
C -3.269 -1.410 1.035
N -2.227 -0.874 1.736
N -0.994 -0.716 1.234
C -0.175 0.089 1.779
C 1.145 0.343 1.238
C 1.708 1.603 1.414
C 2.979 1.908 0.890
C 3.673 0.983 0.173
C 3.142 -0.307 -0.045
C 3.854 -1.264 -0.794
C 3.350 -2.519 -0.994
C 2.118 -2.867 -0.425
C 1.403 -1.956 0.304
C 1.874 -0.642 0.499
H 0.462 -2.241 0.745
H 1.735 -3.868 -0.562
H 3.899 -3.247 -1.572
H 4.813 -0.984 -1.207
H 4.638 1.227 -0.245
H 3.359 2.902 1.062
O 1.087 2.628 2.045
H 0.180 2.400 2.278
H -0.475 0.651 2.679
H -2.474 -0.443 2.633
C -3.011 -1.878 -0.399
N -1.983 -1.214 -1.156
C -1.874 0.165 -1.177
C -0.656 0.739 -1.553
C -0.503 2.109 -1.589
C -1.561 2.941 -1.258
C -2.777 2.381 -0.905
C -2.939 1.009 -0.863
H -3.895 0.597 -0.575
H -3.611 3.020 -0.650
H -1.438 4.013 -1.276
H 0.453 2.531 -1.866
H 0.175 0.093 -1.799
H -1.081 -1.666 -1.125
H -2.772 -2.944 -0.352
H -3.974 -1.786 -0.916
```

Löwdin population analysis, charges in e, atoms 1 to 8: O 0.07; C -0.47; N 0.07; N 0.04; C -0.07; C -0.10; C -0.26; C 0.00



[9]
Below is a molecular structure, C19H17N3O3Pd, with properties calculated with wB97M-V/def2-TZVPD.

The net charge is 0. The LUMO energy comes out at -0.94 eV. As for the HOMO-LUMO gap: 6.93 eV. Its strongest force on any atom is 1.85 eV Å⁻¹.

```
43
C19H17N3O3Pd (wB97M-V/def2-TZVPD)
Pd 0.428 -0.441 -0.753
O -2.542 4.079 3.522
C -3.144 3.126 3.003
O -4.328 2.757 3.056
C -2.263 2.260 2.076
C -0.923 2.575 1.881
C -0.160 1.787 1.041
N -0.704 0.731 0.435
C -2.001 0.430 0.567
C -2.812 1.180 1.394
C -2.433 -0.680 -0.327
C -3.694 -1.253 -0.261
C -4.040 -2.230 -1.177
C -3.121 -2.606 -2.144
C -1.877 -2.005 -2.144
N -1.529 -1.068 -1.257
C 1.255 2.044 0.655
C 2.043 2.970 1.323
C 3.323 3.217 0.862
C 3.780 2.543 -0.258
C 2.943 1.623 -0.860
N 1.712 1.364 -0.417
H -0.546 3.452 2.390
H -3.870 0.998 1.532
H -4.387 -0.933 0.503
H -5.019 -2.688 -1.137
H -3.354 -3.354 -2.887
H -1.125 -2.269 -2.873
H 1.655 3.482 2.191
H 3.954 3.935 1.370
H 4.766 2.720 -0.663
H 3.258 1.072 -1.736
C 3.422 -2.028 -0.871
C 2.003 -2.301 -0.421
C 1.376 -3.605 -0.867
O 1.655 -1.831 0.680
H 3.594 -2.286 -1.916
H 4.064 -2.651 -0.245
H 3.683 -0.990 -0.694
H 1.260 -1.315 -1.730
H 1.818 -4.387 -0.247
H 1.577 -3.833 -1.913
H 0.303 -3.592 -0.687
```

Löwdin population analysis, charges in e, atoms 1 to 8: Pd 0.84; O -0.02; C -0.69; O -0.03; C -0.06; C 0.07; C -0.17; N 0.00



[10]
Below is a single C19H17N3O4 molecule, with properties calculated with wB97M-V/def2-TZVPD.

The net charge is 0. The LUMO energy comes out at -2.49 eV. As for the HOMO-LUMO gap: 5.14 eV. Its strongest force on any atom is 5.02 eV Å⁻¹. Its structure (SMILES) is CC1=NN(c2ccc(C)c(C)c2)C(=O)/C1=C/C=C/c1ccc([N+](=O)[O-])o1.

```
43
C19H17N3O4 (wB97M-V/def2-TZVPD)
O -1.977 0.369 -1.334
O 3.072 -8.453 1.410
O 4.123 -6.630 1.944
N 0.073 1.179 1.318
O 1.837 -5.130 1.320
C -1.241 0.499 -0.382
C -0.202 -6.039 0.925
C 0.764 -7.079 1.164
C 0.502 -4.861 1.053
C -1.111 -0.609 0.561
C 1.985 -6.499 1.338
C -0.339 -0.127 1.587
C 0.075 -3.480 0.995
C -1.209 -3.237 0.574
C 0.637 3.743 0.155
C 0.795 5.038 -0.316
C -0.792 3.175 -1.708
C -0.217 2.808 -0.507
C 0.182 5.413 -1.518
C -0.612 4.468 -2.217
C -1.828 -1.913 0.407
N -0.406 1.524 0.091
N 3.126 -7.245 1.574
C -0.091 -0.728 2.925
C 0.400 6.824 -2.017
C -1.280 4.774 -3.526
H -1.263 -6.161 0.789
H 0.584 -8.132 1.130
H 0.836 -2.757 1.263
H -1.800 -4.083 0.251
H 1.122 3.439 1.079
H 1.412 5.790 0.248
H -1.434 2.482 -2.233
H -2.787 -1.891 -0.080
H 0.929 -1.146 2.887
H -0.770 -1.556 3.141
H -0.123 0.025 3.733
H 0.969 7.482 -1.343
H 0.952 6.782 -2.949
H -0.524 7.373 -2.188
H -2.337 5.060 -3.323
H -1.274 3.902 -4.186
H -0.758 5.607 -4.035
```

Löwdin population analysis, charges in e, atoms 1 to 8: O 0.10; O 0.09; O 0.10; N 0.18; O 0.12; C -0.37; C 0.03; C 0.05



Which of these has the lowest net charge? C19H17FN3O2RuS4